# 1
C19H29NO5P2SeTi | ωB97M-V/def2-TZVPD

As for the LUMO energy (spin up / spin down): -0.1 / -0.3 eV. The value obtained for the energy above the lowest of the compared OMol25 structures with the same formula, charge and spin is 0.0 kcal per mole. The HOMO energy (spin up / spin down) comes out at -6.456 / -8.931 eV. As for the spin multiplicity: 3.

Geometry (Å):
Ti -0.25 -0.10 -0.41
C -2.48 -0.23 1.99
C -2.28 0.84 1.11
C -1.30 1.79 1.38
C -0.53 1.68 2.54
C -0.75 0.63 3.42
C -1.72 -0.33 3.14
H -3.24 -0.97 1.78
H -2.91 0.96 0.24
H -1.14 2.63 0.72
H 0.24 2.41 2.74
H -0.16 0.55 4.33
H -1.89 -1.15 3.83
C -3.28 -2.74 -0.73
P -2.04 -1.66 -1.52
C -3.07 -0.73 -2.70
C -1.18 -2.86 -2.63
C 0.04 -2.23 -3.30
P 1.18 -1.52 -2.04
C 2.06 -2.99 -1.41
C 2.45 -0.70 -3.04
H -3.80 -3.36 -1.46
H -4.01 -2.13 -0.20
H -2.79 -3.40 0.00
H -3.65 -1.39 -3.34
H -2.42 -0.08 -3.30
H -3.74 -0.08 -2.15
H -1.89 -3.25 -3.37
H -0.87 -3.71 -2.00
H -0.26 -1.40 -3.94
H 0.56 -2.95 -3.93
H 2.50 -3.57 -2.22
H 1.38 -3.63 -0.84
H 2.85 -2.65 -0.74
H 2.82 -1.36 -3.82
H 3.27 -0.41 -2.37
H 2.04 0.22 -3.46
O -0.02 3.74 -1.00
Se 0.45 2.35 -1.65
O 1.22 1.39 -0.47
O -0.86 1.30 -1.83
O 1.33 2.41 -2.98
O 3.66 0.29 0.13
H 4.06 0.97 0.69
H 2.84 0.71 -0.20
N 0.77 -1.19 1.17
C 1.56 -1.65 1.87
C 2.55 -2.22 2.74
C 2.15 -2.91 3.88
C 3.12 -3.45 4.71
C 4.47 -3.29 4.40
C 4.85 -2.60 3.26
C 3.89 -2.06 2.42
H 1.10 -3.02 4.11
H 2.83 -3.99 5.60
H 5.22 -3.72 5.05
H 5.90 -2.48 3.02
H 4.16 -1.49 1.53

Okay, here come the Löwdin numbers, in e, for every atom: 0.49, -0.10, -0.15, -0.11, -0.06, -0.09, -0.10, 0.09, 0.11, 0.09, 0.12, 0.11, 0.10, -0.27, 0.81, -0.26, -0.41, -0.40, 0.83, -0.25, -0.24, 0.05, 0.03, 0.04, 0.05, 0.04, 0.05, 0.09, 0.08, 0.09, 0.09, 0.05, 0.04, 0.03, 0.05, 0.04, 0.03, -0.44, 0.81, -0.58, -0.57, -0.44, -0.08, 0.05, -0.02, 0.14, -0.08, -0.20, -0.03, -0.07, -0.07, -0.06, -0.02, 0.12, 0.11, 0.11, 0.11, 0.10



# 2
C19H30AsBrMoN2O9S2SbSe4Si2 | ωB97M-V/def2-TZVPD

Its total charge is -1. As for the LUMO energy (spin up / spin down): 0.9 / 1.4 eV. The value obtained for the energy above the lowest of the compared OMol25 structures with the same formula, charge and spin is 0.0 kcal per mole. The HOMO energy (spin up / spin down) comes out at -4.870 / -4.874 eV. As for the spin multiplicity: 3.

Geometry (Å):
Mo -0.62 0.36 -0.66
N -0.87 2.33 0.32
C 0.45 2.93 0.65
C 1.41 1.78 0.84
O 2.72 2.12 0.80
O 1.13 0.78 -0.10
H -1.40 2.97 -0.27
H -1.42 2.16 1.17
H 0.38 3.50 1.58
H 0.80 3.56 -0.16
O 0.73 -5.06 -3.73
C 0.47 -3.90 -3.09
C -0.45 -2.97 -3.56
C -0.65 -1.84 -2.81
N 0.00 -1.55 -1.67
C 0.89 -2.46 -1.25
Br 1.90 -2.14 0.30
C 1.15 -3.64 -1.92
H 0.16 -5.13 -4.51
H -1.03 -3.13 -4.46
H -1.36 -1.10 -3.15
H 1.88 -4.33 -1.53
O -2.41 0.77 2.00
S -2.12 -0.65 2.00
O -1.67 -1.25 3.22
O -1.16 -0.99 0.87
C -3.72 -1.37 1.65
C -4.43 -1.71 2.79
C -5.77 -2.06 2.71
C -6.41 -2.06 1.49
C -5.71 -1.75 0.34
C -4.36 -1.41 0.41
S -3.51 -1.30 -1.15
O -2.66 -0.06 -1.05
O -4.51 -1.12 -2.17
O -2.71 -2.50 -1.22
H -3.92 -1.68 3.75
H -6.31 -2.32 3.61
H -7.46 -2.31 1.42
H -6.17 -1.77 -0.64
C -1.02 4.93 -2.38
Si -1.92 3.40 -2.99
C -2.42 3.71 -4.77
C -3.48 3.13 -1.96
As -0.62 1.45 -2.99
Si 1.64 2.00 -3.34
C 2.46 3.25 -2.21
C 1.71 2.68 -5.09
C 2.56 0.37 -3.24
H -1.68 5.80 -2.45
H -0.14 5.13 -3.00
H -0.69 4.85 -1.34
H -3.02 4.62 -4.85
H -3.00 2.87 -5.16
H -1.54 3.83 -5.41
H -4.34 3.03 -2.63
H -3.66 3.99 -1.31
H -3.46 2.23 -1.35
H 1.83 4.11 -2.01
H 3.36 3.61 -2.71
H 2.76 2.80 -1.26
H 1.18 3.63 -5.16
H 1.25 1.99 -5.80
H 2.74 2.85 -5.39
H 2.62 0.03 -2.21
H 3.58 0.49 -3.61
H 2.07 -0.40 -3.84
Se 0.22 2.61 4.02
Sb 3.68 1.54 2.51
Se 4.82 -0.45 1.90
Se 4.37 3.48 3.65
Se 1.11 0.95 2.77

Okay, here come the Löwdin numbers, in e, for every atom: 1.51, -0.05, -0.22, -0.90, -0.43, -0.43, 0.05, 0.06, 0.04, 0.10, 0.09, -0.30, 0.01, -0.20, -0.08, -0.69, 0.86, -0.04, 0.11, 0.13, 0.03, 0.11, -0.33, 0.50, -0.28, -0.51, -0.21, -0.05, -0.07, -0.07, -0.05, -0.22, 0.50, -0.55, -0.30, -0.28, 0.11, 0.11, 0.10, 0.11, -0.22, 0.21, -0.24, -0.21, 0.76, 0.22, -0.20, -0.24, -0.22, 0.03, 0.02, 0.01, 0.03, 0.03, 0.01, 0.03, 0.03, 0.00, 0.01, 0.04, 0.01, 0.01, 0.02, 0.03, 0.01, 0.03, 0.02, 0.04, 0.29, -0.11, -0.07, 0.37



# 3
C19H30Cl18N2O9 | ωB97M-V/def2-TZVPD

Its total charge is -1. As for the LUMO energy (spin up / spin down): 1.6 / 1.6 eV. The HOMO energy (spin up / spin down) comes out at -0.173 / -5.841 eV. As for the spin multiplicity: 2.

Geometry (Å):
C -2.25 -3.19 -4.41
C -2.28 -4.14 -5.53
N -2.30 -4.90 -6.40
H -1.81 -2.26 -4.78
H -1.62 -3.51 -3.58
H -3.27 -3.16 -4.04
C 5.72 4.17 4.75
C 4.60 3.59 3.94
N 3.66 3.08 3.39
H 5.56 3.71 5.73
H 5.83 5.25 4.85
H 6.61 3.76 4.29
C 2.05 -6.70 -0.73
O 2.56 -5.42 -1.00
C 1.80 -4.47 -1.51
O 0.74 -4.69 -2.11
O 2.30 -3.38 -1.10
C 1.62 -2.13 -1.23
H 1.85 -7.15 -1.70
H 1.11 -6.64 -0.17
H 2.69 -7.42 -0.22
H 2.14 -1.53 -0.48
H 0.62 -2.14 -0.79
H 1.68 -1.71 -2.23
C -1.17 0.15 -1.70
O 0.15 0.68 -1.64
C 0.64 1.21 -0.43
O 0.00 1.29 0.64
O 1.90 1.61 -0.68
C 2.62 2.26 0.35
H -1.32 -0.58 -0.91
H -1.20 -0.35 -2.66
H -1.88 0.97 -1.60
H 2.82 1.54 1.14
H 1.95 3.00 0.80
H 3.60 2.64 0.08
C -3.89 -2.95 -1.08
O -3.75 -2.37 0.22
C -4.43 -2.83 1.21
O -5.27 -3.75 1.20
O -4.05 -2.05 2.34
C -4.51 -2.27 3.64
H -4.92 -3.05 -1.41
H -3.46 -3.95 -1.10
H -3.27 -2.30 -1.70
H -3.79 -2.16 4.45
H -4.77 -3.32 3.81
H -5.39 -1.65 3.81
C 3.49 3.61 -3.09
Cl 4.98 3.12 -2.19
Cl 2.74 2.37 -4.15
Cl 3.78 5.11 -3.94
H 2.72 3.77 -2.34
C -3.16 2.63 2.51
Cl -2.05 3.48 3.63
Cl -4.35 3.71 1.84
Cl -3.91 1.19 3.12
H -2.56 2.31 1.66
C 1.11 -2.32 2.35
Cl -0.56 -1.92 1.86
Cl 1.27 -2.95 4.13
Cl 2.18 -0.97 2.27
H 1.38 -3.14 1.69
C 6.81 4.08 0.65
Cl 5.37 5.11 0.96
Cl 6.42 2.37 0.83
Cl 8.10 4.61 1.72
H 7.19 4.21 -0.36
C -1.16 4.20 -1.16
Cl -0.89 4.94 0.54
Cl 0.32 4.60 -2.05
Cl -2.68 4.78 -1.96
H -1.21 3.13 -0.97
C -6.29 1.52 -0.18
Cl -7.09 0.17 0.59
Cl -7.39 2.09 -1.41
Cl -4.68 1.02 -0.77
H -6.10 2.35 0.50

Okay, here come the Löwdin numbers, in e, for every atom: -0.07, -0.28, 0.11, 0.08, 0.07, 0.07, -0.08, -0.26, 0.15, 0.08, 0.08, 0.05, -0.06, -0.01, -0.64, 0.08, 0.04, -0.03, 0.09, 0.10, 0.09, 0.06, 0.07, 0.10, -0.06, -0.08, -0.51, 0.06, -0.05, -0.09, 0.07, 0.09, 0.05, 0.04, 0.09, 0.01, -0.02, -0.02, -0.54, 0.08, -0.09, -0.11, 0.10, 0.11, 0.07, 0.10, 0.09, 0.08, -1.52, 0.53, 0.53, 0.54, -0.07, -1.58, 0.52, 0.55, 0.61, -0.01, -1.57, 0.41, 0.07, 0.47, -0.03, -1.54, 0.51, 0.54, 0.53, 0.00, -1.39, 0.46, 0.57, 0.51, -0.02, -1.58, 0.55, 0.54, 0.53, -0.05



# 4
C19H30Cl2CrN3O3 | ωB97M-V/def2-TZVPD

As for the LUMO energy (spin up / spin down): 0.1 / 0.1 eV. The HOMO energy (spin up / spin down) comes out at -6.265 / -6.534 eV. As for the spin multiplicity: 4.

Geometry (Å):
O 2.43 1.04 -1.02
C 1.69 1.46 -1.98
C 1.46 2.96 -1.98
C 1.08 3.64 -0.83
H 0.82 3.10 0.07
C 1.05 5.05 -0.84
H 0.78 5.58 0.08
C 1.37 5.73 -2.03
H 1.36 6.84 -2.04
C 1.75 5.03 -3.18
H 2.03 5.57 -4.10
C 1.78 3.64 -3.15
H 2.09 3.07 -4.03
H 1.99 1.15 -3.07
C 0.37 -0.51 -3.37
C -0.06 0.43 -2.32
H 0.29 0.06 -4.32
H -0.30 -1.39 -3.45
H 1.38 -0.89 -3.27
C -0.97 1.41 -2.70
C -2.04 1.24 -3.69
H -0.88 2.43 -2.37
H -1.97 1.97 -4.49
H -3.01 1.42 -3.25
H -2.08 0.25 -4.13
Cr -0.75 -0.30 -0.61
Cl -1.45 1.76 0.02
Cl -2.23 -1.44 -1.78
C -2.74 -1.08 1.27
O -1.56 -1.37 0.94
N -3.45 -1.90 2.08
C -2.91 -3.11 2.63
C -4.84 -1.62 2.37
H -3.23 -0.12 0.92
H -1.83 -3.15 2.48
H -3.38 -3.98 2.16
H -3.15 -3.14 3.69
H -5.09 -0.60 2.06
H -5.01 -1.73 3.45
H -5.50 -2.34 1.86
H 1.94 -4.91 -0.71
H 4.36 -3.74 -0.31
C 1.85 -4.15 -1.48
C 4.01 -2.99 -1.04
N 2.55 -2.95 -1.08
H 0.81 -3.92 -1.65
C 1.86 -1.89 -0.61
O 0.63 -1.76 -0.82
H 4.39 -1.99 -0.75
H 2.45 -1.12 -0.07
H 2.31 -4.53 -2.39
H 4.40 -3.26 -2.04
C 0.54 0.19 3.95
C 0.46 0.13 2.51
N 0.47 0.13 1.34
H -0.31 0.73 4.39
H 1.45 0.70 4.26
H 0.55 -0.81 4.41

Okay, here come the Löwdin numbers, in e, for every atom: -0.12, -0.35, -0.23, -0.07, 0.07, -0.07, 0.10, -0.11, 0.10, -0.10, 0.10, -0.05, 0.11, 0.12, -0.16, -0.48, 0.10, 0.04, 0.07, -0.24, -0.10, 0.07, 0.09, 0.09, 0.06, 0.27, 0.24, 0.23, -0.29, -0.22, -0.18, -0.03, -0.04, 0.12, 0.09, 0.10, 0.09, 0.10, 0.09, 0.10, 0.10, 0.09, -0.03, -0.03, -0.17, 0.09, -0.22, -0.15, 0.10, 0.14, 0.09, 0.10, -0.04, -0.17, 0.13, 0.09, 0.09, 0.09



Number 1: calculated total energy -5105.97693 a.u.. Number 2: calculated total energy -17628.29655 a.u.. Number 3: calculated total energy -9811.97851 a.u.. Number 4: calculated total energy -3096.78141 a.u..